Entry 1:
Density functional theory data (wB97M-V/def2-TZVPD) for a 3-piece molecular cluster, C2H9N3O overall.

Atoms and positions in Å:
C: 0.6937 -0.5609 -0.4260
N: 1.2322 -1.8733 -0.8214
C: -0.8946 2.3340 0.1576
N: -1.4794 1.6283 -0.8243
N: 0.3553 2.1197 0.6129
H: 1.2731 0.2752 -0.7283
H: -0.2692 -0.4328 -0.8558
H: 0.4804 -0.5041 0.6798
H: 2.1516 -2.0055 -0.5419
H: -2.4415 1.9709 -1.0473
H: -0.6186 -3.6248 1.1339
H: -1.4419 3.1901 0.6086
H: 0.6495 2.8050 1.3256
H: 0.5930 -2.5631 -0.2162
O: -0.2836 -2.7588 0.9428

Results
- strongest force on any atom (Eh/bohr) = 0.0809
- orbital gap (eV) = 3.50
- net charge = 0
- HOMO level (eV) = -8.059

***

Entry 2:
Density functional theory data (wB97M-V/def2-TZVPD) for a 11-piece molecular cluster, C24H70N6O11 overall.

Atoms and positions in Å:
N: 5.2569 -0.3140 -2.5023
C: 5.2071 -0.6660 -1.1631
N: 4.3171 -1.6860 -0.8444
O: 5.9558 -0.2006 -0.3178
H: 5.7861 0.4982 -2.7558
H: 5.0018 -0.9558 -3.2241
H: 4.3972 -2.0982 0.0678
H: 3.9414 -2.2491 -1.5823
N: -3.3829 -0.8666 -2.3101
C: -4.3318 -1.5684 -3.0513
N: -3.8305 -2.7580 -3.5874
O: -5.4791 -1.1656 -3.2672
H: -2.5193 -1.3250 -2.0817
H: -3.5704 0.0375 -1.8553
H: -4.4234 -3.2790 -4.2006
H: -2.9198 -3.0604 -3.3126
N: -0.4692 0.4649 0.1189
C: 0.6680 -0.2856 -0.1147
N: 1.8318 0.4344 -0.1171
O: 0.5988 -1.5160 -0.3584
H: -1.3110 0.0707 -0.2623
H: -0.4188 1.4476 0.3177
H: 2.7435 0.0102 -0.0777
H: 1.8259 1.3893 0.2153
C: 1.9378 0.3462 5.3383
C: 3.1190 -0.0914 4.4801
C: 3.3270 0.7746 3.2405
O: 4.2613 -0.0103 5.3435
H: 1.6234 -0.4080 6.0669
H: 1.0125 0.5637 4.8001
H: 2.1893 1.2121 5.9577
H: 2.9874 -1.1596 4.2646
H: 4.2234 0.4037 2.7355
H: 3.5989 1.7687 3.6109
H: 2.4608 0.8148 2.5842
H: 5.1018 -0.2487 4.9489
C: 0.8851 -4.0113 -4.5502
C: -0.1086 -2.8710 -4.4061
C: -1.0209 -2.6618 -5.5846
O: -0.9458 -3.0764 -3.2379
H: 1.5566 -3.8311 -5.3886
H: 0.3967 -4.9916 -4.5195
H: 1.5056 -4.1304 -3.6495
H: 0.4811 -1.9878 -4.1141
H: -0.4080 -2.3948 -6.4521
H: -1.6234 -1.7708 -5.4053
H: -1.6535 -3.5124 -5.8183
H: -0.3670 -3.2081 -2.4690
C: -2.8162 -3.9425 -0.0441
C: -3.8203 -4.7548 -0.8073
C: -3.1646 -5.8239 -1.6890
O: -4.7597 -5.3696 0.0918
H: -3.1788 -3.0561 0.4805
H: -2.0057 -3.5933 -0.6930
H: -2.2912 -4.5379 0.7142
H: -4.4313 -4.1121 -1.4499
H: -2.5298 -6.4862 -1.1012
H: -2.4902 -5.3608 -2.4153
H: -3.9894 -6.3010 -2.2176
H: -5.4076 -5.8514 -0.4293
C: 1.1371 3.7866 4.2538
C: -0.1311 4.0174 3.4186
C: -0.6329 2.7556 2.7335
O: -1.1469 4.4834 4.3293
H: 1.8250 3.1599 3.6602
H: 0.9819 3.0716 5.0702
H: 1.6376 4.7002 4.5546
H: 0.1254 4.7820 2.6771
H: -1.1223 2.1220 3.4813
H: 0.1577 2.0682 2.4142
H: -1.3297 3.0145 1.9397
H: -0.8672 4.3927 5.2385
C: 4.7892 3.0254 0.2553
C: 3.5718 3.8357 -0.1669
C: 3.0914 3.4463 -1.5611
O: 2.5326 3.5542 0.7900
H: 4.6766 1.9437 0.2562
H: 5.2214 3.3805 1.1926
H: 5.5708 3.2372 -0.4895
H: 3.7595 4.9135 -0.1027
H: 3.7369 4.0673 -2.1890
H: 2.0613 3.7080 -1.8014
H: 3.2049 2.3871 -1.7882
H: 2.7967 3.6350 1.7104
C: -0.7001 -1.3575 3.2034
C: 0.3991 -2.3695 3.4818
O: 1.4534 -2.3970 2.5052
H: -0.3005 -0.3486 3.2956
H: -1.4791 -1.4713 3.9656
H: -1.2203 -1.4693 2.2498
H: 0.0559 -3.3958 3.6418
H: 0.9535 -1.9352 4.3193
H: 1.0491 -2.4484 1.6270
C: -1.6034 4.3378 -3.1231
C: -1.1189 3.1846 -2.2635
O: -1.4725 3.3813 -0.8695
H: -1.3539 4.2908 -4.1798
H: -1.3421 5.3257 -2.7381
H: -2.6950 4.2458 -3.0627
H: -0.0399 2.9979 -2.2910
H: -1.6332 2.2732 -2.5841
H: -1.6737 4.2994 -0.6629
C: -5.2700 0.7821 0.6625
C: -4.5157 1.8998 -0.0392
O: -3.3621 1.3601 -0.6606
H: -6.0624 1.1814 1.2870
H: -4.5571 0.2421 1.2979
H: -5.5284 0.0212 -0.0749
H: -4.2697 2.7456 0.6191
H: -5.2233 2.4003 -0.7219
H: -2.6681 2.0483 -0.7109

Results
- strongest force on any atom (Eh/bohr) = 0.0365
- orbital gap (eV) = 9.27
- SMILES = NC(N)=O.NC(N)=O.NC(N)=O.CC(C)O.CC(C)O.CC(C)O.CC(C)O.CC(C)O.CCO.CCO.CCO
- net charge = 0
- HOMO level (eV) = -9.135

***

Entry 3:
Density functional theory data (wB97M-V/def2-TZVPD) for C15H23F6N3O5S3TeTi as an isolated structure.

Atoms and positions in Å:
Ti: -0.5743 -0.0916 0.1752
F: -2.5187 0.7802 4.3959
C: -2.6912 0.1041 3.2776
F: -2.7420 0.9274 2.2439
F: -3.7946 -0.6219 3.3312
S: -1.2341 -1.0698 3.1219
O: -0.3043 -0.4055 2.1521
O: -0.7466 -1.2519 4.4388
N: -1.8284 -2.3802 2.4574
S: -1.7524 -2.3768 0.8860
O: -2.4092 -1.1923 0.2833
O: -0.4016 -2.5321 0.3645
C: -2.7042 -3.8773 0.4183
F: -3.8982 -3.8324 0.9636
F: -2.0263 -4.9263 0.8322
F: -2.7869 -3.8624 -0.9000
C: -1.9170 0.2485 -3.1945
C: -0.4551 0.0169 -2.8971
C: 0.1339 -1.1261 -3.6949
O: -0.2787 -0.2594 -1.4982
H: -2.0406 0.5557 -4.2343
H: -2.3127 1.0389 -2.5594
H: -2.4892 -0.6672 -3.0306
H: 0.0918 0.9362 -3.1037
H: -0.4328 -2.0423 -3.5155
H: 1.1765 -1.3077 -3.4169
H: 0.1013 -0.8995 -4.7616
C: 4.0838 0.0862 1.6499
C: 2.5535 0.2971 1.5947
N: 2.0395 0.0013 0.2426
C: 2.6342 0.9303 -0.7336
C: 4.1778 0.8310 -0.7026
N: 4.5449 -0.2694 0.2592
C: 3.9184 -1.5661 -0.1809
C: 2.3865 -1.3830 -0.1291
H: 4.3745 -0.7325 2.3030
H: 4.6201 0.9821 1.9505
H: 2.2929 1.3244 1.8408
H: 2.0592 -0.3480 2.3118
H: 2.3236 1.9443 -0.5025
H: 2.2428 0.6853 -1.7178
H: 4.6440 1.7431 -0.3382
H: 4.6080 0.5784 -1.6682
H: 5.5554 -0.3799 0.2663
H: 4.2729 -2.3433 0.4909
H: 4.2844 -1.7752 -1.1828
H: 1.9448 -2.0612 0.5948
H: 1.9414 -1.6006 -1.0957
Te: -0.2667 2.5564 0.2196
C: -2.1944 3.3741 0.2491
C: -3.3992 2.7542 0.0757
C: -4.5050 3.6519 0.1772
C: -4.1137 4.9310 0.4267
S: -2.4107 5.0466 0.5453
H: -3.5055 1.6927 -0.1044
H: -5.5410 3.3534 0.0741
H: -4.7305 5.8099 0.5487

Results
- strongest force on any atom (Eh/bohr) = 0.0498
- orbital gap (alpha / beta) (eV) = 6.25 / 6.26
- net charge = +1
- multiplicity = 2
- HOMO level (alpha / beta) (eV) = -9.369 / -9.382

***

Entry 4:
Density functional theory data (wB97M-V/def2-TZVPD) for one molecule with the formula C5H10N2OS2.

Atoms and positions in Å:
N: -2.4183 1.7630 -0.2350
C: -1.1064 1.5213 -0.4338
O: -0.3406 2.6433 -0.6513
N: -0.5254 0.3963 -0.3629
C: -1.1441 -0.8712 0.0913
C: 0.0633 -1.8172 -0.0776
C: 1.1589 -1.2327 0.8070
C: 1.8178 -0.0431 0.1011
S: 2.3445 1.2272 1.0454
S: 2.3005 -0.3991 -1.5289
H: -2.9267 1.0065 0.2751
H: -2.6341 2.7001 -0.1497
H: 0.3458 2.5776 -0.0029
H: -1.9356 -1.0628 -0.6097
H: -1.4116 -1.0531 1.2245
H: 0.3037 -1.9026 -1.0862
H: -0.0164 -2.7852 0.3120
H: 0.6657 -1.0905 1.8220
H: 2.0711 -1.9811 1.0507
H: 3.3880 0.4034 -1.5910

Results
- strongest force on any atom (Eh/bohr) = 0.0548
- orbital gap (eV) = 8.26
- SMILES = N/C(O)=N\CCCC(=S)S
- net charge = 0
- HOMO level (eV) = -8.151